1.
135
Properties=species:S:1:pos:R:3:forces:R:3:mulliken_charge:R:1 method="wB97M-V/def2-TZVPD" orbital_gap_ev=9.8 total_charge=0 energy_ha=-2325.468861
C 2.356 -2.384 -5.410 0.72 0.62 0.47 -1.43
C 2.226 -1.064 -4.594 0.58 -2.84 -0.13 0.54
O 1.068 -0.537 -5.089 -1.67 1.55 -0.52 -0.57
H 2.617 -2.090 -6.427 0.29 -0.32 -0.03 0.40
H 1.450 -2.986 -5.481 -0.24 0.40 0.39 0.23
H 3.106 -3.011 -4.929 0.29 -0.06 -0.39 0.40
H 3.123 -0.459 -4.721 0.03 0.29 -0.18 0.34
H 2.149 -1.343 -3.543 -0.09 0.17 0.36 -0.26
H 0.798 0.257 -4.622 -0.07 0.14 0.24 0.14
C 1.754 -3.476 0.966 -0.58 -0.37 -0.88 -0.33
C 1.129 -4.412 -0.113 0.89 0.51 0.32 -0.70
O 0.681 -3.677 -1.282 0.30 -1.07 0.84 -0.64
H 2.574 -2.873 0.575 -0.19 0.13 -0.35 -0.33
H 2.189 -3.997 1.819 -0.41 -0.27 0.02 0.60
H 0.928 -2.841 1.287 0.27 0.27 0.38 0.09
H 0.344 -5.009 0.352 -0.46 0.28 -0.11 0.31
H 1.855 -5.155 -0.444 0.12 0.20 -0.32 0.42
H 0.400 -2.791 -1.041 0.14 0.52 0.26 0.12
C -3.329 -3.152 4.534 0.07 0.26 -1.61 -1.40
C -3.119 -2.285 3.270 -0.13 0.34 0.67 0.02
O -1.947 -1.474 3.461 -0.16 -0.51 0.51 -0.48
H -3.694 -2.485 5.315 0.50 -0.38 0.35 0.30
H -2.417 -3.724 4.707 0.04 0.32 0.63 0.37
H -4.094 -3.898 4.319 -0.21 0.10 0.02 0.39
H -3.983 -1.623 3.202 -0.16 0.10 -0.26 0.24
H -3.066 -2.865 2.349 0.21 -0.17 0.02 0.24
H -1.683 -0.991 2.675 -0.07 0.12 -0.48 0.07
C -2.272 2.859 3.928 1.20 -1.08 -0.37 0.26
C -3.576 2.266 3.565 -1.43 0.47 -0.47 0.01
O -4.513 3.338 3.380 -0.33 -0.69 0.66 -0.64
H -1.569 2.028 3.880 0.47 -0.07 0.56 -0.26
H -2.290 3.317 4.917 0.12 0.14 -0.24 0.37
H -1.909 3.512 3.133 -0.22 0.49 0.22 -0.32
H -3.936 1.555 4.309 -0.24 0.50 0.51 0.39
H -3.571 1.615 2.691 0.46 0.21 -0.55 -0.20
H -4.375 3.730 2.514 -0.24 -0.17 -0.26 0.28
C 1.365 -0.636 4.036 0.22 2.20 0.15 -0.34
C 1.209 -1.651 5.097 -0.93 -1.09 -0.52 -0.61
O 0.330 -2.695 4.688 0.85 -0.84 0.18 -0.55
H 1.568 -1.007 3.031 -0.10 -0.20 0.18 -0.11
H 2.215 -0.046 4.379 0.44 0.24 -0.39 0.39
H 0.579 0.118 4.029 -0.47 -0.27 -0.38 0.26
H 0.767 -1.277 6.020 0.69 0.51 0.23 0.24
H 2.234 -2.009 5.203 -0.31 -0.84 0.72 0.30
H -0.490 -2.292 4.391 -0.37 0.31 -0.26 0.39
C -2.171 -6.002 -4.479 0.06 0.17 1.96 -1.20
C -1.702 -5.245 -3.203 -1.42 -0.92 -0.46 -0.19
O -0.748 -4.299 -3.479 0.83 0.44 -0.92 -0.43
H -2.402 -5.307 -5.286 0.16 -0.22 -0.05 0.31
H -3.078 -6.481 -4.109 -0.29 -0.17 -0.53 0.38
H -1.476 -6.806 -4.721 0.09 0.33 -0.44 0.28
H -1.381 -5.938 -2.425 0.34 -0.42 -0.10 0.45
H -2.563 -4.759 -2.745 -0.51 0.18 -0.08 0.17
H -0.342 -4.081 -2.637 0.73 0.36 0.38 0.46
O -0.672 0.286 0.926 -0.98 0.35 1.19 0.83
H -0.491 1.223 0.842 0.10 0.32 0.04 -0.18
H -0.104 -0.127 0.275 0.56 -0.47 -0.52 -0.09
O -1.909 -1.950 -4.549 -0.72 0.51 -0.11 -0.63
H -1.613 -2.856 -4.459 0.37 -0.48 0.26 0.39
H -1.117 -1.426 -4.427 0.40 0.20 -0.13 0.24
O 0.564 -0.800 -1.084 -0.20 -0.84 -0.11 0.80
H -0.049 -0.339 -1.656 -0.34 0.33 -0.59 -0.24
H 1.400 -0.354 -1.220 0.55 0.48 0.12 -0.41
C 4.307 -0.088 -1.178 -0.37 0.01 1.27 -1.16
C 3.766 1.051 -0.265 0.46 1.99 -1.37 1.31
C 4.524 2.414 -0.551 0.46 -1.17 0.50 -1.54
O 2.359 1.305 -0.450 0.52 -1.42 -0.86 0.03
H 4.279 -0.020 -2.266 -0.69 0.38 0.11 0.32
H 3.785 -0.954 -0.771 -0.15 -0.49 -0.69 -0.05
H 5.352 -0.308 -0.961 0.10 0.33 0.37 0.46
H 3.874 0.680 0.754 0.45 0.30 0.19 -0.26
H 4.621 2.620 -1.617 -0.30 -0.24 -0.10 0.35
H 5.544 2.320 -0.179 0.17 -0.04 0.03 0.40
H 4.131 3.318 -0.085 -0.46 -0.24 0.20 0.32
H 2.115 2.150 -0.066 -0.11 0.38 0.21 -0.19
C 2.217 2.875 2.562 0.98 -1.41 1.14 -1.16
C 1.164 3.758 2.050 -0.48 2.36 0.17 1.82
C 1.471 5.304 2.298 -0.76 -1.77 0.82 -1.48
O 1.072 3.500 0.686 0.31 0.04 -2.56 -0.33
H 2.168 2.769 3.646 0.05 0.07 0.07 0.46
H 3.239 3.144 2.293 -0.04 0.59 -0.05 0.28
H 2.125 1.871 2.148 -0.41 -0.15 0.07 -0.08
H 0.158 3.467 2.353 0.14 0.27 1.23 -0.89
H 2.493 5.534 1.995 -0.18 0.12 -0.26 0.38
H 1.385 5.493 3.368 0.26 -0.09 0.16 0.44
H 0.700 5.957 1.890 0.18 -0.06 -0.55 0.43
H 0.988 4.325 0.203 -0.07 0.01 -0.15 0.10
C -2.648 3.394 -0.167 2.69 0.23 0.02 0.35
C -3.290 4.571 0.488 -0.47 -1.16 -2.11 0.52
C -3.235 5.769 -0.381 0.19 2.24 0.67 -1.83
O -4.646 4.229 0.598 -1.41 0.13 1.43 -0.67
H -2.871 3.195 -1.216 -1.19 -0.18 0.17 0.47
H -2.605 2.509 0.468 -0.17 -0.07 -0.23 -0.56
H -1.633 3.745 -0.353 0.77 -0.42 0.42 -0.13
H -2.853 4.813 1.458 -0.24 -0.25 0.17 0.32
H -3.715 5.730 -1.359 0.15 -0.53 0.00 0.32
H -2.246 6.224 -0.449 0.21 -0.23 -0.28 0.32
H -3.802 6.488 0.210 -0.19 0.46 -0.30 0.49
H -4.923 3.898 -0.259 -0.10 -0.11 -0.01 0.40
C -0.355 3.308 -3.544 0.79 -0.09 -0.09 -1.45
C -1.404 2.214 -3.975 0.76 1.74 3.27 0.74
C -1.541 2.038 -5.419 0.09 -0.15 -1.02 -1.21
O -1.148 0.979 -3.285 0.87 0.15 -0.30 0.24
H -0.638 4.346 -3.723 -0.71 -0.12 -0.55 0.45
H 0.638 3.260 -3.991 0.05 -0.53 -0.43 0.39
H -0.122 3.361 -2.480 -0.42 -0.75 0.30 0.13
H -2.256 2.634 -3.439 -0.83 -0.15 -0.67 0.12
H -0.641 1.532 -5.769 0.04 0.03 -0.29 0.17
H -1.606 3.014 -5.901 -0.11 -0.08 -0.18 0.41
H -2.392 1.412 -5.687 -0.04 0.08 0.01 0.36
H -2.014 0.623 -3.073 -0.52 -0.32 0.07 -0.23
C 4.694 -1.379 2.939 -0.68 -0.77 0.73 -0.40
C 5.932 -2.159 2.563 -1.97 -1.82 0.86 0.25
C 5.592 -3.479 1.834 0.10 0.46 0.85 -1.26
O 6.601 -1.366 1.699 2.34 1.50 -1.48 -0.52
H 4.306 -1.727 3.897 -0.46 -0.22 -0.10 0.23
H 3.992 -1.561 2.125 -0.42 0.48 0.23 -0.37
H 4.884 -0.317 3.094 0.14 0.06 -0.30 0.45
H 6.510 -2.328 3.471 0.31 -0.44 0.11 0.35
H 4.890 -3.271 1.027 0.21 0.03 -0.20 0.20
H 5.095 -4.180 2.505 0.03 -0.01 0.10 0.34
H 6.507 -3.943 1.463 -0.10 0.04 -0.12 0.40
H 6.918 -0.700 2.314 0.50 0.71 -0.73 0.35
C -4.855 -0.077 -0.168 0.14 -0.14 0.37 -1.43
C -3.564 -0.048 -0.988 0.11 -1.05 0.65 1.88
C -3.008 -1.510 -1.217 -1.04 0.38 -0.06 -1.21
O -3.859 0.575 -2.211 0.14 0.21 -0.86 -0.54
H -4.617 -0.456 0.826 -0.23 0.11 0.17 0.16
H -5.653 -0.697 -0.576 0.24 -0.47 -0.31 0.45
H -5.331 0.902 -0.106 0.42 0.25 0.21 0.36
H -2.866 0.619 -0.483 0.24 -0.40 -0.01 -0.75
H -3.335 -2.147 -0.395 0.51 0.04 0.31 0.44
H -1.972 -1.692 -1.500 0.19 0.56 0.50 -0.14
H -3.517 -1.958 -2.071 -0.38 0.25 -0.26 0.35
H -4.560 0.010 -2.542 -0.17 0.17 -0.78 0.43


2.
5
Properties=species:S:1:pos:R:3:forces:R:3:mulliken_charge:R:1 method="wB97M-V/def2-TZVPD" orbital_gap_ev=10.1 total_charge=0 smiles=N#CNCl energy_ha=-608.327596
N -0.947 -1.657 -0.078 -2.78 -5.01 -0.78 -0.31
C -0.390 -0.698 -0.005 2.46 1.52 0.63 0.30
N 0.121 0.458 0.289 -0.07 2.91 -0.09 -0.29
Cl 1.796 0.818 -0.055 -0.96 -0.27 -0.13 -0.02
H -0.580 1.078 -0.150 1.35 0.84 0.37 0.31


3.
65
Properties=species:S:1:pos:R:3:forces:R:3:mulliken_charge:R:1 method="wB97M-V/def2-TZVPD" orbital_gap_ev="7.1 / 4.2" total_charge=-2 s_squared=0.758 spin_multiplicity=2 energy_ha=-17824.840534
N 29.879 5.827 -10.161 0.45 -0.50 0.28 0.95
H 30.682 6.337 -9.821 0.49 0.35 0.22 0.13
H 30.171 5.236 -10.925 0.12 -0.16 -0.36 0.33
H 29.178 6.507 -10.420 -1.11 1.09 -0.19 -0.02
H 29.491 5.262 -9.420 -0.20 -0.25 0.52 -0.24
O 29.169 5.150 -7.108 3.66 2.59 3.01 -0.42
C 29.961 5.836 -6.354 -4.27 -3.71 -2.51 0.50
O 30.934 5.353 -5.590 -0.72 0.38 -1.08 -0.51
B 31.709 6.541 -5.231 1.01 -0.04 0.36 1.17
O 30.766 7.656 -5.355 2.16 1.45 2.12 -0.57
C 29.791 7.330 -6.075 -4.90 2.53 -4.38 0.42
O 28.911 8.101 -6.596 3.40 -3.41 2.45 -0.62
O 32.369 6.450 -3.917 -1.09 -0.26 -0.22 -0.44
C 33.648 6.588 -4.099 4.06 1.62 1.56 0.47
O 34.530 6.722 -3.243 -2.28 -0.77 -1.45 -0.63
C 33.944 6.799 -5.620 3.38 -0.55 0.66 0.67
O 32.828 6.730 -6.193 -3.53 0.01 -1.63 -0.38
O 35.016 6.924 -6.177 -0.84 0.07 1.11 -0.66
O 32.166 5.007 -12.805 0.66 2.59 -0.73 -0.67
C 32.661 6.133 -12.907 -1.26 -1.09 0.95 0.65
O 32.241 7.209 -13.570 0.46 -0.64 -0.18 -0.34
B 33.261 8.311 -13.406 -0.54 0.36 -0.66 1.18
O 34.211 7.787 -12.417 0.15 1.63 -0.75 -0.59
C 33.861 6.601 -12.076 1.65 -3.32 1.63 0.58
O 34.450 5.887 -11.274 -1.02 1.08 -1.02 -0.69
O 32.645 9.546 -12.904 0.01 1.08 -0.42 -0.35
C 32.880 10.596 -13.712 -2.01 3.08 2.24 0.62
O 32.477 11.785 -13.497 1.91 -4.98 -1.14 -0.67
C 33.681 10.050 -14.886 0.71 0.19 -2.47 0.43
O 33.858 8.701 -14.736 -0.34 1.70 0.75 -0.49
O 34.027 10.729 -15.847 -0.44 -1.67 1.93 -0.61
O 33.094 9.241 -8.732 0.22 0.19 0.11 -0.36
C 32.073 8.736 -9.339 0.57 -2.51 0.10 1.00
O 31.173 9.473 -9.723 -1.92 0.76 -0.97 -0.37
O 31.926 7.529 -9.525 -0.11 -1.05 -0.38 -0.94
H 32.613 10.067 -8.831 1.50 2.82 1.17 0.28
O 26.009 7.470 -11.367 -1.41 -0.68 -0.48 -0.46
C 27.183 8.040 -11.090 2.34 1.16 0.37 0.66
O 27.677 8.740 -11.984 -0.21 0.86 -2.04 -0.77
O 27.740 7.794 -10.049 1.12 -1.56 3.48 -0.64
H 26.193 7.729 -12.273 -1.74 -0.21 -1.44 0.18
Br 27.770 0.017 -6.439 1.14 0.11 -0.69 -0.24
C 29.364 0.472 -7.629 -0.72 0.11 -0.32 -0.60
C 29.217 1.986 -7.974 0.31 -1.19 1.47 -0.12
Br 30.310 2.489 -9.472 0.05 -0.22 -0.10 -0.11
H 29.346 -0.209 -8.479 -0.70 0.29 -0.16 0.39
H 30.272 0.146 -7.122 -0.16 0.68 0.50 0.41
H 29.591 2.531 -7.107 -0.08 0.25 -0.26 0.25
H 28.173 2.265 -8.111 0.27 -0.07 -0.46 0.03
Br 23.887 5.918 -6.729 0.53 -0.15 -0.23 -0.22
C 25.472 5.789 -7.929 0.08 1.07 -0.21 -0.53
C 25.717 4.353 -8.301 0.01 0.64 -0.20 -0.51
Br 27.042 4.378 -9.808 -1.07 -0.51 0.81 -0.07
H 26.310 6.306 -7.460 -0.03 -0.37 0.34 0.27
H 25.238 6.426 -8.781 -0.22 -0.31 -0.08 0.32
H 24.777 3.944 -8.673 0.38 -0.31 -0.17 0.49
H 26.093 3.797 -7.443 0.19 -0.16 -0.37 0.33
Br 27.299 7.739 -16.677 -0.03 -0.01 0.22 -0.21
C 27.538 7.219 -14.801 0.75 -0.30 -0.16 -0.70
C 27.932 5.721 -14.727 -0.70 0.49 0.32 -0.51
Br 28.591 5.536 -12.917 -0.18 -0.55 -0.04 0.03
H 26.661 7.545 -14.243 -0.30 -0.77 -0.37 0.31
H 28.279 7.857 -14.320 0.41 -0.08 -0.56 0.47
H 28.709 5.301 -15.365 0.16 0.95 -0.12 0.39
H 27.088 5.048 -14.876 -0.18 0.23 0.32 0.38


4.
9
Properties=species:S:1:pos:R:3:forces:R:3:mulliken_charge:R:1 method="wB97M-V/def2-TZVPD" orbital_gap_ev="8.4 / 7.5" total_charge=0 energy_ha=-267.059012
O -0.435 1.501 2.067 -0.02 -0.10 -0.17 -0.50
C -0.283 0.935 0.995 0.10 -0.07 -0.14 -0.09
C 0.498 -0.254 0.817 -0.06 0.35 0.01 0.01
C -0.114 -0.717 -1.413 -0.84 0.21 -1.02 -0.37
O 0.643 -0.815 -0.386 0.82 -0.32 0.85 -0.22
H -0.703 1.372 0.051 0.12 -0.14 0.38 0.23
H 1.210 -0.630 1.543 -0.21 0.10 -0.11 0.38
H -1.069 -0.210 -1.354 0.10 -0.07 -0.01 0.27
H 0.251 -1.183 -2.319 -0.01 0.03 0.22 0.28


5.
40
Properties=species:S:1:pos:R:3:forces:R:3:mulliken_charge:R:1 method="wB97M-V/def2-TZVPD" orbital_gap_ev=6.3 total_charge=-1 energy_ha=-4804.178643
Pt 0.464 0.533 -2.221 0.82 0.16 0.94 0.62
O 2.752 3.560 -1.396 0.02 0.00 -0.02 -0.68
C 3.580 3.267 -0.382 0.00 -0.07 -0.06 0.30
C 4.388 4.271 0.147 0.01 -0.02 0.01 -0.62
C 5.283 3.980 1.164 0.02 0.05 0.01 -0.31
C 5.398 2.691 1.665 -0.02 -0.03 -0.02 -0.63
C 4.578 1.698 1.143 -0.06 -0.01 0.07 -0.52
C 3.655 1.969 0.147 0.05 0.03 -0.03 0.50
C 2.716 0.900 -0.366 -0.08 -0.04 0.23 0.38
O 2.498 0.966 -1.704 -0.09 -0.09 -0.14 -1.09
N 1.411 1.092 0.384 0.09 0.20 -0.08 -0.46
N 0.483 0.235 -0.103 -0.32 0.06 -0.27 -0.07
C -0.433 -0.264 0.631 0.07 -0.20 0.02 -0.42
C -1.345 -1.341 0.216 -0.13 0.30 0.27 0.32
Br -0.856 -2.384 -1.267 -0.01 -0.18 0.06 -0.02
C -2.426 -1.567 0.973 -0.02 -0.05 -0.11 -0.53
C -3.488 -2.581 0.896 0.06 0.05 -0.03 0.70
C -3.293 -3.888 0.448 -0.04 0.01 0.03 -0.45
C -4.349 -4.787 0.428 0.02 0.01 0.00 -0.61
C -5.612 -4.401 0.849 -0.03 -0.03 0.00 -0.40
C -5.815 -3.108 1.312 0.03 0.02 0.00 -0.50
C -4.759 -2.213 1.343 -0.02 -0.03 -0.01 -0.50
H 2.453 2.688 -1.770 -0.03 -0.01 0.04 0.43
H 4.308 5.268 -0.266 0.00 0.00 -0.01 0.41
H 5.911 4.771 1.560 0.00 0.00 0.00 0.35
H 6.114 2.462 2.443 0.00 0.00 0.01 0.38
H 4.647 0.682 1.520 0.02 0.00 0.00 0.34
H 3.097 -0.089 -0.045 0.04 -0.02 -0.10 0.29
H 1.506 1.069 1.396 0.05 -0.12 0.00 0.34
H -0.537 0.059 1.667 0.12 -0.05 0.03 0.31
H -2.577 -0.842 1.769 0.03 0.02 0.00 0.25
H -2.313 -4.204 0.126 0.00 -0.01 -0.01 0.39
H -4.180 -5.797 0.076 -0.01 0.00 0.00 0.37
H -6.434 -5.105 0.822 0.00 0.00 0.00 0.36
H -6.796 -2.795 1.648 0.00 -0.01 0.00 0.36
H -4.919 -1.204 1.704 0.00 0.00 0.00 0.34
S -2.395 1.566 -5.535 -0.01 -0.04 -0.02 -0.36
C -1.364 1.131 -4.343 0.22 -0.08 0.33 0.08
S 0.373 0.934 -4.414 -0.20 0.32 -0.64 -0.31
S -1.721 0.779 -2.666 -0.61 -0.16 -0.49 -0.33